{
  "formula": "C33H43AsFN3OScSi",
  "method": "wB97M-V/def2-TZVPD",
  "homo_lumo_gap_ev": 7.75,
  "charge": 1,
  "symbols": ["C", "H", "C", "C", "H", "H", "H", "C", "H", "H", "C", "C", "H", "N", "H", "H", "H", "H", "O", "C", "H", "C", "H", "C", "H", "C", "C", "H", "F", "C", "C", "C", "C", "H", "H", "C", "H", "C", "H", "N", "C", "Sc", "C", "H", "H", "C", "H", "H", "C", "C", "H", "H", "H", "H", "H", "C", "H", "H", "H", "H", "C", "C", "H", "H", "C", "H", "C", "H", "H", "H", "H", "As", "C", "C", "C", "C", "H", "Si", "C", "N", "H", "H", "C", "H"],
  "coordinates": [[0.874, -1.798, 3.183], [1.764, -1.724, 5.135], [-0.047, 5.542, 0.980], [0.932, -2.381, 1.925], [3.545, -3.337, 4.578], [3.046, 0.661, -1.041], [3.649, 1.337, 2.633], [-2.205, -3.461, 1.654], [0.406, 6.458, 0.595], [-1.536, 4.061, -2.385], [1.813, -2.152, 4.142], [2.812, -3.068, 3.829], [-5.466, 1.835, 2.423], [2.605, 0.081, -0.330], [1.858, 2.776, -1.170], [-2.881, 4.436, 0.212], [3.110, -0.804, 1.494], [-1.047, 5.794, 1.337], [0.217, 0.665, -1.901], [-1.904, -2.500, 0.695], [0.517, 1.896, -4.992], [-1.292, 0.253, -3.690], [1.039, -0.632, -4.866], [1.385, -4.818, -2.341], [1.369, 2.384, 2.122], [0.817, -3.332, -0.553], [0.562, 1.929, -3.903], [2.380, 4.010, -0.001], [-1.224, 0.486, 1.565], [-3.026, 3.501, 0.736], [-3.525, -3.829, 1.865], [-3.483, 1.094, 2.076], [-4.540, -3.242, 1.120], [3.446, -5.304, 0.306], [1.586, 2.171, -3.613], [3.409, 0.068, 0.907], [-0.098, 2.723, -3.552], [-2.921, -1.906, -0.046], [-3.612, 0.142, 2.574], [-0.703, 2.713, 0.263], [2.419, -5.339, -1.571], [0.350, 0.928, -0.082], [-1.965, 2.582, 0.804], [-1.413, -3.921, 2.233], [-5.043, 3.965, 1.237], [2.869, -3.654, 2.573], [-3.761, -4.576, 2.611], [1.356, 0.837, 2.631], [-4.255, 3.228, 1.315], [2.649, -4.873, -0.286], [-1.964, 1.017, -3.296], [4.480, -0.013, 0.711], [0.084, -1.093, 3.424], [-5.568, -3.533, 1.288], [-1.801, 5.589, -1.550], [0.147, 0.585, -3.307], [2.549, -0.847, -0.742], [1.204, -5.205, -3.334], [-0.371, 5.377, -2.544], [-5.031, -1.823, -0.414], [-2.287, 1.415, 1.495], [1.922, -3.320, 1.609], [3.649, -4.371, 2.351], [-1.578, -0.714, -3.271], [3.109, 1.338, 1.685], [0.860, -1.458, -3.308], [-1.037, 4.867, -1.845], [0.539, 5.224, 1.846], [-1.411, 0.208, -4.773], [2.026, 4.429, -1.667], [-2.688, -1.142, -0.781], [-0.097, -1.901, 0.366], [1.102, -0.507, -3.784], [-4.240, -2.283, 0.163], [1.698, 3.809, -0.831], [-4.500, 2.035, 1.983], [2.133, -0.246, -3.533], [-0.095, 4.218, -0.350], [0.585, -3.805, -1.834], [1.649, 1.441, 1.866], [-0.227, -3.405, -2.430], [3.043, -6.125, -1.975], [1.841, -3.871, 0.239], [3.441, 2.206, 1.114]],
  "forces_ev_per_a": [[-0.04, -0.01, 0.01], [0.00, 0.01, 0.00], [0.02, -0.09, -0.09], [0.04, 0.02, 0.02], [0.00, 0.00, 0.00], [0.01, 0.00, 0.02], [0.00, 0.01, 0.00], [0.06, -0.03, -0.02], [0.00, 0.01, -0.01], [0.00, -0.01, 0.01], [-0.01, 0.01, 0.02], [0.02, -0.01, -0.01], [0.00, 0.00, 0.00], [-0.10, 0.05, -0.02], [-0.05, 0.03, -0.01], [0.00, 0.01, -0.01], [0.01, 0.01, -0.01], [-0.01, 0.00, -0.01], [-0.05, 0.07, -0.14], [0.03, 0.02, -0.01], [-0.01, 0.01, -0.01], [0.05, 0.00, 0.04], [0.01, -0.01, -0.01], [0.01, 0.00, -0.01], [0.00, 0.00, 0.02], [0.08, -0.03, 0.02], [-0.02, -0.05, 0.06], [0.00, -0.03, 0.01], [-0.05, 0.03, 0.00], [0.09, -0.02, 0.00], [-0.01, 0.00, 0.00], [0.04, -0.05, 0.01], [0.00, 0.00, 0.00], [0.00, 0.00, 0.00], [0.00, 0.01, 0.00], [-0.01, 0.04, 0.05], [0.02, -0.01, 0.00], [0.06, 0.03, 0.01], [0.00, 0.00, 0.00], [0.08, 0.03, -0.04], [0.02, -0.01, 0.01], [0.25, 0.01, 0.14], [-0.18, -0.08, 0.10], [-0.01, 0.00, 0.00], [0.00, 0.00, 0.00], [0.00, 0.00, 0.01], [0.00, 0.00, 0.00], [0.00, 0.01, -0.01], [-0.05, 0.00, 0.02], [0.00, 0.00, 0.00], [-0.01, -0.01, -0.01], [0.00, -0.01, 0.00], [0.01, -0.01, 0.01], [0.00, 0.00, 0.00], [-0.01, -0.01, 0.01], [0.01, 0.02, -0.24], [-0.01, 0.01, -0.01], [0.00, 0.01, 0.00], [0.02, 0.00, 0.01], [0.00, 0.00, 0.00], [0.01, 0.10, -0.03], [-0.06, 0.05, 0.01], [0.00, -0.01, 0.00], [-0.01, 0.00, 0.00], [0.05, -0.06, -0.05], [-0.01, -0.02, 0.00], [0.04, -0.03, 0.12], [0.01, -0.02, -0.01], [0.00, -0.01, -0.01], [-0.02, 0.03, 0.01], [-0.02, -0.01, 0.00], [-0.06, -0.19, 0.06], [-0.04, 0.05, 0.06], [-0.02, 0.00, 0.00], [-0.06, -0.03, 0.06], [-0.01, 0.02, 0.00], [0.01, 0.00, -0.01], [0.09, 0.07, -0.11], [-0.07, 0.03, 0.00], [-0.05, -0.03, 0.02], [0.01, 0.01, -0.02], [0.00, 0.00, 0.00], [-0.06, 0.06, -0.04], [-0.02, 0.00, 0.01]],
  "lowdin_charge": [-0.1099, 0.1099, -0.1614, -0.3395, 0.1118, 0.0986, 0.1255, -0.0882, 0.0390, 0.0249, -0.0708, -0.0600, 0.1064, -0.0139, -0.0109, 0.0928, 0.1002, 0.0298, -0.3100, -0.3738, 0.0955, -0.0217, 0.0949, -0.0646, 0.0943, -0.3037, -0.0191, 0.0260, -0.0981, -0.0236, -0.0685, -0.0169, -0.0690, 0.1116, 0.0832, -0.2090, 0.0690, -0.1222, 0.1240, -0.1705, -0.0588, 0.8313, -0.3084, 0.1069, 0.1103, -0.0128, 0.1100, 0.0817, -0.0744, -0.0140, 0.0890, 0.1275, 0.1058, 0.1101, 0.0302, -0.6875, 0.0828, 0.1114, 0.0359, 0.1117, -0.1886, -0.2050, 0.1132, 0.0763, -0.2126, 0.0603, -0.1645, 0.0271, 0.0926, 0.0453, 0.0964, 1.3720, -0.0222, -0.0720, -0.1566, -0.0828, 0.0824, 0.4117, -0.0939, -0.0097, 0.1057, 0.1117, -0.1966, 0.1090]
}


{
  "formula": "C33H43MnN7O2SSi2",
  "method": "wB97M-V/def2-TZVPD",
  "homo_lumo_gap_ev": [6.14, 6.06],
  "spin_multiplicity": 6,
  "charge": 0,
  "symbols": ["N", "C", "C", "C", "Mn", "C", "C", "H", "C", "C", "H", "C", "C", "H", "H", "C", "S", "C", "C", "C", "H", "H", "H", "Si", "H", "H", "N", "H", "H", "C", "H", "N", "H", "C", "H", "C", "H", "O", "C", "H", "N", "H", "C", "C", "C", "H", "C", "N", "N", "H", "H", "H", "H", "H", "H", "C", "H", "C", "N", "H", "H", "H", "H", "H", "H", "C", "C", "H", "C", "C", "H", "C", "H", "H", "C", "C", "H", "H", "C", "H", "H", "Si", "O", "H", "H", "H", "C", "H", "C"],
  "coordinates": [[-0.051, -1.999, -1.020], [-4.682, -3.147, -0.162], [-1.695, 2.295, -0.283], [-0.627, -2.802, -3.209], [0.280, -0.147, 0.098], [1.130, -2.650, -1.161], [1.877, 0.226, -2.445], [-1.013, 0.367, -2.814], [0.827, 2.213, 2.030], [0.077, 1.664, 3.119], [2.032, 4.989, 3.628], [0.063, 2.355, 4.353], [-0.692, 0.435, 3.000], [-5.269, -3.468, -2.854], [-5.537, -0.596, -1.894], [3.366, 0.185, 1.578], [2.241, -1.049, 1.761], [-2.067, 2.270, -2.931], [1.488, 4.062, 3.491], [-1.387, 1.227, -2.273], [-5.174, -2.881, -4.517], [2.466, -3.849, -2.309], [-4.470, -4.107, -0.635], [-3.580, -1.621, -3.091], [2.938, 3.283, -3.358], [1.708, 1.297, -4.289], [2.323, 0.174, -1.181], [-1.533, 2.317, 0.785], [-2.291, 0.515, 4.427], [0.746, 3.524, 4.556], [-1.764, -0.658, -4.641], [-1.201, 1.254, -0.967], [1.824, -2.530, -0.337], [2.095, 1.301, -3.280], [-2.983, 0.254, 0.915], [4.718, 1.877, 0.946], [-5.494, -2.671, -0.712], [0.924, 1.692, 0.861], [-2.037, -3.091, 1.141], [-1.347, -2.900, -4.008], [4.222, 0.510, 2.578], [0.707, 4.026, 5.512], [5.055, 1.537, 2.196], [-1.052, -2.201, -1.968], [2.788, 2.392, -2.764], [-1.803, -4.059, 0.691], [4.212, -0.133, 3.876], [-2.190, 2.281, -4.301], [3.662, 1.055, 0.550], [-2.729, -1.873, -5.440], [-5.356, 0.073, -3.511], [-2.230, 1.377, -4.747], [-0.807, -0.179, 5.083], [3.232, -0.014, 4.336], [-3.927, -3.957, -3.882], [-3.731, -0.530, 0.855], [-3.421, -0.284, -5.188], [-2.781, -1.045, -4.731], [-2.563, 3.296, -2.256], [0.855, -3.879, -4.271], [-2.794, 4.129, -0.383], [2.082, 3.844, 1.444], [-2.610, -3.279, 2.054], [5.157, 2.606, 0.296], [-1.104, -2.608, 1.414], [1.525, 3.433, 2.278], [-4.804, -0.257, -2.628], [1.307, -0.638, -2.776], [-1.434, -0.120, 4.195], [-2.381, -1.862, -1.712], [4.974, 0.336, 4.493], [1.505, -3.359, -2.265], [5.815, 1.929, 2.846], [-2.882, 2.935, -4.637], [-4.586, -3.124, -3.628], [0.597, -3.377, -3.346], [-4.027, -0.790, 1.875], [4.417, -1.197, 3.770], [3.056, 1.182, -0.730], [-5.049, -3.347, 0.848], [-4.609, -0.122, 0.349], [-3.119, -2.086, -0.029], [-0.809, -0.214, 1.952], [-0.516, 1.949, 5.170], [3.795, 3.188, -1.057], [-4.296, 0.612, -2.204], [-2.380, 3.295, -0.935], [-1.793, -1.110, 3.929], [3.283, 2.337, -1.476]],
  "forces_ev_per_a": [[0.15, 0.12, 0.02], [0.02, 0.03, 0.04], [0.01, -0.06, 0.02], [0.05, -0.03, -0.02], [-0.27, -0.32, 0.27], [0.04, -0.03, -0.01], [0.02, 0.05, 0.10], [0.01, 0.02, -0.01], [0.13, -0.02, -0.03], [-0.04, 0.05, 0.06], [0.01, 0.02, 0.01], [0.01, -0.02, -0.02], [-0.03, -0.14, -0.04], [-0.02, -0.01, 0.02], [-0.01, -0.02, 0.05], [-0.10, -0.01, 0.05], [0.09, -0.02, -0.10], [0.02, 0.02, 0.00], [-0.02, -0.03, 0.01], [-0.04, 0.04, 0.08], [-0.03, 0.00, -0.03], [0.02, -0.01, 0.00], [0.01, -0.03, -0.02], [0.05, 0.00, 0.00], [0.00, 0.00, -0.01], [0.00, 0.01, -0.01], [0.13, 0.11, -0.08], [0.00, -0.01, -0.01], [0.01, 0.01, 0.02], [0.03, 0.02, -0.02], [0.02, 0.03, 0.03], [0.06, 0.08, -0.19], [-0.03, -0.01, -0.04], [0.09, 0.12, 0.04], [0.06, 0.04, 0.00], [0.01, 0.06, 0.03], [-0.02, 0.04, -0.03], [-0.19, 0.11, 0.04], [-0.03, 0.03, -0.05], [-0.01, -0.01, -0.01], [0.00, 0.00, 0.00], [0.00, 0.01, 0.01], [0.00, 0.02, -0.03], [-0.03, -0.02, 0.09], [-0.07, -0.13, -0.01], [0.01, -0.02, -0.03], [-0.02, -0.01, 0.03], [-0.02, -0.04, -0.01], [0.00, -0.10, -0.04], [0.00, -0.01, -0.01], [-0.04, 0.00, -0.03], [0.02, 0.03, 0.00], [0.03, -0.01, 0.00], [0.01, 0.00, 0.00], [0.03, -0.01, -0.01], [-0.02, -0.06, -0.01], [-0.01, 0.00, -0.03], [-0.05, 0.01, 0.00], [-0.01, 0.01, 0.01], [0.01, -0.01, -0.01], [0.00, 0.01, 0.00], [0.00, 0.01, 0.00], [0.00, -0.02, 0.03], [0.03, 0.02, -0.02], [0.02, 0.01, 0.03], [0.01, -0.03, -0.01], [0.01, -0.04, -0.03], [0.02, 0.00, 0.03], [-0.03, 0.03, -0.05], [-0.10, -0.03, -0.02], [0.00, 0.00, 0.00], [0.01, 0.01, 0.02], [0.03, 0.01, 0.01], [0.02, 0.00, 0.02], [0.00, 0.05, 0.00], [-0.03, -0.01, -0.03], [-0.02, 0.01, 0.03], [0.00, 0.01, 0.01], [-0.03, -0.09, -0.06], [-0.02, 0.00, 0.02], [-0.02, 0.00, -0.03], [0.03, 0.01, 0.01], [0.09, 0.23, -0.01], [-0.02, -0.02, 0.02], [0.01, 0.01, -0.01], [0.02, 0.01, 0.00], [0.00, -0.02, -0.03], [-0.01, 0.00, 0.01], [-0.03, -0.04, -0.04]],
  "lowdin_charge": [-0.0198, -0.1927, -0.1178, -0.0650, 0.7842, -0.2159, -0.1143, 0.0921, -0.3644, -0.1014, 0.1024, -0.0469, -0.3671, 0.0078, 0.0181, -0.6501, 0.7763, -0.3697, -0.0841, -0.0694, 0.0284, 0.0910, 0.0322, 0.4574, 0.1144, 0.1117, 0.0957, 0.1023, 0.0992, -0.1018, 0.0092, 0.0517, 0.0346, -0.0427, -0.0163, -0.0378, 0.0112, -0.1822, -0.1804, 0.0755, -0.1245, 0.0954, -0.0353, -0.3940, -0.0371, 0.0357, -0.0442, 0.1424, 0.0337, 0.0306, 0.0283, 0.0481, 0.0846, 0.0850, 0.0308, -0.1710, 0.0233, -0.1963, 0.1323, 0.1024, 0.1095, 0.1076, 0.0286, 0.1124, -0.0065, -0.0168, -0.1736, 0.0964, 0.0038, -0.3086, 0.0916, -0.1059, 0.1254, 0.0997, -0.1798, -0.0922, 0.0302, 0.0852, -0.2550, 0.0290, 0.0204, 0.4574, -0.0907, 0.1009, 0.1036, 0.0158, -0.0995, 0.0843, 0.0014]
}


Record order is preserved below.
Max |F|: 0.28, 0.50 eV/Å